Record 1
DFT (the ωB97M-V functional and the def2-TZVPD basis) results for C3H3CoO3 as an isolated structure.

Last column: Löwdin spin population.
Geometry (Å):
C: -1.026 -1.369 0.807  0.46
C: -0.677 -0.095 0.619  0.28
O: 0.534 0.333 0.196  0.37
Co: 2.079 1.335 0.817  3.59
H: -0.300 -2.181 0.758  0.02
H: -2.069 -1.600 1.025  0.02
H: -1.362 0.731 0.841  0.01
O: 1.915 1.392 -1.259  0.16
C: 0.859 0.804 -1.477  0.03
O: 0.046 0.649 -2.326  0.05

Its expectation value of S² is 8.759. Its spin multiplicity is 6. Its HOMO-LUMO gap (alpha / beta) is 6.634 / 7.078 eV. Its charge is +1. For the lowest unoccupied orbital energy (alpha / beta), the calculation gives -5.16 / -9.48 eV.

Record 2
DFT (the ωB97M-V functional and the def2-TZVPD basis) results for C3H3EuO3 as an isolated structure.

Last column: Löwdin spin population.
Geometry (Å):
C: 0.177 0.832 0.727  0.04
C: 0.419 -1.536 2.455  0.77
O: 0.314 1.099 1.907  0.05
O: 0.336 -0.514 0.314  0.16
C: 0.805 -1.515 1.166  0.75
H: 1.147 -1.851 3.201  0.05
H: -0.610 -1.327 2.747  0.04
H: 1.782 -1.859 0.820  0.04
O: -0.338 1.469 -0.230  0.00
Eu: -0.571 0.113 -2.106  5.09

Its expectation value of S² is 15.766. Its spin multiplicity is 8. Its HOMO-LUMO gap (alpha / beta) is 3.442 / 7.065 eV. Its charge is +1. For the lowest unoccupied orbital energy (alpha / beta), the calculation gives -5.70 / -5.72 eV.

Record 3
DFT (the ωB97M-V functional and the def2-TZVPD basis) results for a 2-piece molecular cluster, C3H3F2N overall.

Last column: Löwdin charge in e.
Geometry (Å):
C: 1.775 -1.083 -0.056  -0.19
C: -1.212 -0.020 0.005  0.02
C: 0.183 0.579 0.068  -0.43
N: 2.828 -1.497 0.083  -0.04
F: 0.507 1.306 1.131  0.15
F: 0.608 1.119 -0.996  0.18
H: -1.541 -0.606 0.944  0.14
H: -1.276 -0.616 -0.816  0.04
H: -1.872 0.819 -0.362  0.12

Its HOMO-LUMO gap is 9.853 eV. Its charge is 0. For the lowest unoccupied orbital energy, the calculation gives -1.07 eV.

Energy relative to the best compared isomer or geometry (same formula, charge and spin), respectively: 1.508; 6.905; 3.154 eV.
F_max, respectively: 0.1127; 0.1259; 0.0913 hartree/bohr.
DFT total energy, respectively: -1724.13830; -1051.66007; -370.47416 a.u..